a) An isolated molecule of C5H8N2O. Source: the Open Molecules 2025 dataset; level of theory: ωB97M-V/def2-TZVPD.

ORCA input file:
```
! RIJCOSX wB97M-V def2-TZVPD def2/J DEFGRID3
* xyz 0 1
H -2.66 0.55 -0.14
N -2.45 0.55 0.86
C -1.23 0.13 1.13
C -0.12 1.12 0.97
C 0.75 0.67 0.07
N 2.04 0.95 -0.22
C 0.11 -0.86 -0.36
C -0.64 -1.01 -1.46
O 1.03 -1.84 -0.04
H -1.05 -0.59 1.95
H 0.02 1.95 1.65
H 2.54 0.27 -0.78
H 2.16 1.87 -0.63
H -1.46 -0.34 -1.66
H -0.54 -1.90 -2.08
H 1.50 -1.53 0.75
*
```

Output
LUMO energy (spin up / spin down): -0.294 / -0.294 eV
Structure (SMILES): [H]/N=C\C=C(\N)C(=C)O

b) C5H8N2O as an isolated structure. Source: the Open Molecules 2025 dataset; level of theory: ωB97M-V/def2-TZVPD.

ORCA input file:
```
! RIJCOSX wB97M-V def2-TZVPD def2/J DEFGRID3
* xyz 0 1
C -2.17 0.39 0.53
C -1.53 -0.80 -0.39
C 0.63 -0.62 -0.07
C 2.28 0.76 -0.07
C 2.77 -0.45 0.17
H -3.14 0.69 0.07
H -2.00 -0.03 1.77
H -1.49 1.56 0.45
H -1.67 -0.16 -1.54
H -2.35 -1.56 -0.63
H -0.02 1.35 -0.26
H 2.78 1.63 -0.10
H 3.75 -0.72 0.30
N -0.39 -1.36 -0.06
N 0.80 0.64 -0.41
O 1.74 -1.31 0.23
*
```

Output
LUMO energy: 0.714 eV

Of them, b) has the highest stability.

a) A 2-piece molecular cluster, C4H12N2O2 overall. Source: the Open Molecules 2025 dataset; level of theory: ωB97M-V/def2-TZVPD.

ORCA input file:
```
! RIJCOSX wB97M-V def2-TZVPD def2/J DEFGRID3
* xyz 0 1
N 2.30 -1.57 0.36
C 2.26 -0.73 -0.88
C 1.01 0.23 -0.92
C -0.25 -0.63 -0.77
C -1.26 0.29 -0.04
N -2.39 -0.36 0.41
O -1.14 1.48 0.08
H 2.96 -2.31 0.25
H 1.40 -1.91 0.67
H 2.31 -1.47 -1.68
H 3.19 -0.18 -0.95
H 0.98 0.84 -1.83
H 1.15 0.93 -0.09
H -0.09 -1.67 -0.47
H -0.64 -0.62 -1.84
H -3.03 0.05 1.06
H -2.54 -1.35 0.34
O -2.30 3.11 2.37
H -1.42 3.44 2.19
H -2.50 2.41 1.75
*
```

Output
LUMO energy: 0.675 eV
Structure (SMILES): NCCCC(N)=O.O

b) C4H12N2O2 as an isolated structure. Source: the Open Molecules 2025 dataset; level of theory: ωB97M-V/def2-TZVPD.

ORCA input file:
```
! RIJCOSX wB97M-V def2-TZVPD def2/J DEFGRID3
* xyz 0 1
C -1.02 -0.03 -0.95
C 1.87 1.16 -0.76
C -1.66 -1.20 -1.62
O 1.24 -0.06 -0.33
H -0.45 0.54 -1.68
H -1.68 0.68 -0.47
H 2.91 1.18 -0.44
H 1.33 2.02 -0.35
H 1.81 1.17 -1.85
H -0.91 -1.95 -1.88
H -2.15 -0.86 -2.55
H -2.42 -1.65 -0.98
N -1.54 0.09 1.66
C 1.28 -0.31 1.06
O -0.83 -0.76 0.79
N 1.45 0.65 1.89
H -0.86 0.84 1.90
H -1.69 -0.45 2.51
H 1.78 0.30 2.79
H 1.52 -1.36 1.24
*
```

Output
LUMO energy (spin up / spin down): 0.875 / 0.875 eV

c) An isolated molecule of C4H12N2O2. Source: the Open Molecules 2025 dataset; level of theory: ωB97M-V/def2-TZVPD.

ORCA input file:
```
! RIJCOSX wB97M-V def2-TZVPD def2/J DEFGRID3
* xyz 0 1
C -2.26 -0.33 -0.24
C -1.04 -0.60 -1.13
O -0.23 0.56 -1.24
C 1.11 0.53 -0.80
O 1.86 -0.48 -1.37
N 1.28 0.60 0.64
C 1.12 -0.61 1.43
N 0.59 1.68 1.22
H -1.94 -0.08 0.77
H -2.83 0.51 -0.64
H -2.89 -1.21 -0.21
H -0.47 -1.45 -0.75
H -1.38 -0.85 -2.15
H 1.52 1.47 -1.20
H 1.49 -1.34 -1.13
H 0.10 -1.00 1.45
H 1.82 -1.36 1.07
H 1.40 -0.34 2.45
H 1.10 2.53 1.03
H -0.34 1.78 0.81
*
```

Output
LUMO energy: 0.840 eV
Structure (SMILES): CCO[C@H](O)N(C)N

d) A 2-piece molecular cluster, C4H12N2O2 overall. Source: the Open Molecules 2025 dataset; level of theory: ωB97M-V/def2-TZVPD.

ORCA input file:
```
! RIJCOSX wB97M-V def2-TZVPD def2/J DEFGRID3
* xyz 0 1
N -0.99 -2.43 -1.50
C -0.58 -0.93 -1.50
C -0.54 -0.45 -0.03
N 0.66 -0.95 0.73
C -0.67 1.08 -0.01
C -0.62 1.77 1.32
O -0.26 2.98 1.40
H -0.87 -2.89 -0.68
H -0.24 -2.91 -2.08
H -1.36 -0.41 -2.10
H 0.22 -0.78 -2.26
H -1.54 -0.86 0.52
H 0.26 -1.51 1.43
H 1.25 -1.41 0.07
H -1.49 1.49 -0.68
H 0.29 1.38 -0.50
H -0.96 1.03 2.13
O 2.67 2.15 1.27
H 2.86 1.39 0.78
H 1.90 2.27 1.69
*
```

Output
LUMO energy: 0.577 eV
Structure (SMILES): NC[C@@H](N)CC=O.O

Of them, a) has the highest stability.

a) A 2-piece molecular cluster, C4H12N2O2 overall. Source: the Open Molecules 2025 dataset; level of theory: ωB97M-V/def2-TZVPD.

ORCA input file:
```
! RIJCOSX wB97M-V def2-TZVPD def2/J DEFGRID3
* xyz 0 1
C -1.08 -0.79 -0.99
C 0.02 0.39 -1.07
C 0.04 1.30 0.17
N -1.26 1.68 0.73
N 1.42 0.09 -1.26
C 2.03 -0.96 -0.59
O 1.38 -1.57 0.24
H -2.04 -0.22 -1.12
H -1.16 -1.18 0.07
H -0.92 -1.61 -1.69
H -0.34 1.02 -1.89
H 0.56 0.76 0.97
H 0.58 2.28 -0.02
H -1.71 1.00 1.32
H -2.00 1.73 0.03
H 1.62 0.14 -2.27
H 3.12 -0.87 -0.62
O -0.53 -1.12 2.53
H 0.41 -1.33 2.12
H -0.14 -0.76 3.34
*
```

Output
LUMO energy: 0.751 eV
Structure (SMILES): C[C@@H](CN)NC=O.O

b) A 2-piece molecular cluster, C4H12N2O2 overall. Source: the Open Molecules 2025 dataset; level of theory: ωB97M-V/def2-TZVPD.

ORCA input file:
```
! RIJCOSX wB97M-V def2-TZVPD def2/J DEFGRID3
* xyz 0 1
N 0.89 1.81 0.60
C 0.18 1.47 -0.59
C 0.45 0.02 -1.11
N -0.81 -0.73 -1.19
C -0.67 -2.20 -1.31
C 0.09 -2.76 -0.14
O -0.43 -3.05 0.91
H 1.65 2.46 0.57
H 0.49 1.50 1.48
H 0.45 2.13 -1.40
H -0.90 1.58 -0.45
H 1.22 -0.41 -0.47
H 0.83 0.14 -2.13
H -1.39 -0.52 -0.39
H -1.69 -2.56 -1.43
H -0.21 -2.40 -2.28
H 1.18 -2.82 -0.29
O -0.61 1.77 3.13
H -0.89 2.65 2.85
H 0.18 1.93 3.66
*
```

Output
LUMO energy: 0.735 eV
Structure (SMILES): NCCNCC=O.O

c) A 2-piece molecular cluster, C4H12N2O2 overall. Source: the Open Molecules 2025 dataset; level of theory: ωB97M-V/def2-TZVPD.

ORCA input file:
```
! RIJCOSX wB97M-V def2-TZVPD def2/J DEFGRID3
* xyz 0 1
C 1.57 -0.66 -0.36
C 1.19 0.80 -0.35
N 2.08 1.69 0.44
C -0.23 1.04 0.28
C -1.27 0.52 -0.70
N -2.59 0.69 -0.39
O -1.04 -0.24 -1.63
H 0.98 -1.23 0.37
H 2.65 -0.78 -0.14
H 1.42 -1.19 -1.31
H 1.25 1.21 -1.35
H 3.01 1.58 0.04
H 2.20 1.36 1.40
H -0.24 0.45 1.20
H -0.27 2.09 0.52
H -3.33 0.29 -0.93
H -3.00 1.38 0.22
O -1.64 -2.95 1.22
H -1.74 -2.41 0.44
H -0.99 -3.62 1.04
*
```

Output
LUMO energy: 0.821 eV
Structure (SMILES): C[C@H](N)CC(N)=O.O

Of them, c) has the highest stability.